122
Properties=species:S:1:pos:R:3:forces:R:3:mulliken_charge:R:1 method="wB97M-V/def2-TZVPD" orbital_gap_ev=7.56 total_energy_ha=-2613.9072 lumo_energy_ev=-1.05
C 2.76334 -2.19582 0.68783 -1.54 -0.10 0.02 -0.145
C 2.67123 -0.60535 1.07164 1.44 -1.48 0.70 -0.037
O 2.43733 0.15357 -0.16714 -2.03 0.08 1.60 -0.408
C 1.07981 0.71578 -0.23463 -0.82 0.33 -0.42 0.651
C 0.46945 0.57354 -1.78549 2.21 1.64 0.03 -0.420
O -0.92912 0.11825 -1.81841 1.09 2.47 0.43 -0.005
N -1.03989 -1.08001 -2.47446 0.23 -3.98 -0.75 -0.101
C -2.53153 -1.41857 -2.68700 -3.27 -0.77 -2.16 0.379
O -3.11981 -1.82335 -3.82062 4.14 2.77 7.40 -0.596
C -3.09481 -1.20156 -1.16755 -0.43 -0.32 2.92 0.155
C -4.53586 -0.74477 -0.54698 4.15 -1.21 2.77 -0.617
C -4.60991 -0.62820 1.11893 2.67 -0.82 -2.18 -0.309
C -3.29452 -0.95466 2.10052 0.57 -0.29 -2.97 0.245
N -3.40572 -0.79641 3.63264 1.56 0.06 -3.23 -0.598
C -1.84526 -1.44753 1.42616 -3.65 0.82 -3.21 -0.475
C -1.82026 -1.55819 -0.20536 -2.80 0.59 1.21 0.617
C -0.67803 -2.00031 -1.28927 2.53 -4.24 1.72 0.021
O 0.27073 -2.93523 -1.20385 -6.18 6.32 -0.81 -0.458
H 3.65619 -2.77758 1.17053 -1.91 1.49 -1.18 0.094
H 2.72534 -2.26334 -0.49501 0.38 0.11 2.56 0.051
H 1.75004 -2.70048 1.06092 2.13 0.90 -0.86 0.169
H 3.72603 -0.31582 1.54302 -2.31 -0.21 -1.16 0.142
H 1.86290 -0.45919 1.90536 1.40 0.08 -1.74 0.145
H 1.13420 1.86169 0.02275 -0.10 -2.12 -0.47 -0.154
H 0.32137 0.22648 0.51959 1.59 0.75 -1.43 -0.117
H 0.52667 1.67898 -2.23118 -0.48 -2.55 0.73 0.255
H 1.20655 -0.07872 -2.42784 -1.80 1.06 1.32 0.104
H -5.43529 -0.53099 -1.26308 1.88 -0.40 1.74 0.345
H -5.65403 -0.29892 1.56113 2.51 -0.86 -0.68 0.403
H -3.32196 0.24156 3.80176 0.01 -1.49 0.03 0.210
H -2.54147 -1.28020 4.02287 -1.43 1.12 -0.58 0.354
H -0.88064 -1.68648 2.04282 -2.16 0.51 -1.21 0.243
C -2.00270 1.60194 -4.73906 0.25 0.31 0.40 -0.205
C -3.12283 2.60531 -4.67195 0.21 1.12 0.92 0.629
C -4.32272 2.36515 -5.54858 -0.30 0.43 0.16 -1.140
O -3.06009 3.58361 -3.92915 -0.13 -1.07 -0.85 -0.562
H -1.20385 1.90347 -4.05312 -0.18 -0.08 -0.18 0.006
H -2.36793 0.61658 -4.43891 0.05 0.00 -0.30 -0.094
H -1.59732 1.56501 -5.75336 -0.12 -0.19 0.02 0.405
H -4.79144 1.41391 -5.28452 0.12 -0.05 -0.21 0.300
H -4.02082 2.36225 -6.59897 -0.04 -0.23 0.06 0.319
H -5.05065 3.16902 -5.39538 0.17 -0.16 -0.02 0.312
C 7.15991 -5.12297 1.40040 -0.34 -0.09 0.34 -1.199
C 6.52899 -3.87060 0.85319 -1.25 0.53 0.42 0.880
C 7.21900 -3.19326 -0.30049 -0.35 0.37 -0.03 -1.219
O 5.48946 -3.41836 1.33028 1.70 -0.67 -0.34 -0.566
H 6.55328 -5.50244 2.22961 0.11 0.08 -0.19 0.247
H 7.20436 -5.88783 0.62101 0.18 0.09 0.02 0.368
H 8.16285 -4.90109 1.77374 0.04 -0.11 -0.19 0.361
H 7.26603 -3.87199 -1.15571 0.15 0.00 0.10 0.348
H 8.22456 -2.88533 -0.00303 0.04 -0.17 -0.12 0.379
H 6.65122 -2.30274 -0.59058 0.10 -0.22 0.08 0.261
C 5.87945 -1.43266 5.14321 -0.22 0.44 -0.06 -1.127
C 4.68919 -2.33137 4.93936 -1.57 0.60 -0.38 0.919
C 4.92154 -3.81696 5.00956 -0.44 -0.16 -0.06 -0.848
O 3.56980 -1.86949 4.72400 1.46 -0.59 0.29 -0.567
H 5.56231 -0.38720 5.06548 0.04 -0.25 0.01 0.300
H 6.30301 -1.59662 6.13726 0.15 -0.09 -0.14 0.379
H 6.62935 -1.62885 4.37271 0.07 -0.09 0.18 0.254
H 5.30231 -4.08725 5.99760 0.17 -0.01 -0.11 0.407
H 5.62872 -4.11949 4.23313 0.07 0.02 0.15 0.013
H 3.97397 -4.34058 4.84382 0.21 0.15 0.01 0.269
C -2.37308 4.28377 5.36322 0.33 -0.18 0.35 -1.156
C -2.19759 3.10218 4.44725 0.90 -1.08 0.44 0.832
C -2.93286 3.12725 3.13399 0.16 -0.45 -0.11 -0.705
O -1.48074 2.15288 4.75983 -0.94 1.01 -0.41 -0.561
H -1.78398 4.12804 6.27333 -0.13 0.01 -0.23 0.309
H -2.01999 5.19252 4.86934 -0.23 0.02 0.00 0.323
H -3.42526 4.38556 5.64082 0.04 0.17 -0.16 0.321
H -2.60472 3.98435 2.54070 -0.23 0.05 0.06 0.349
H -4.00998 3.17748 3.31216 0.05 0.23 -0.09 0.323
H -2.71214 2.21036 2.57709 -0.01 0.17 0.06 -0.015
C -2.08810 8.10549 -2.15087 0.32 0.21 0.36 -1.141
C -3.11582 7.52045 -1.21950 -0.01 0.16 1.54 0.925
C -4.24121 6.73266 -1.83497 -0.18 -0.12 0.42 -0.922
O -3.03875 7.67981 -0.00237 -0.03 -0.22 -1.46 -0.586
H -1.33612 8.64727 -1.56728 -0.18 -0.12 -0.10 0.291
H -1.59086 7.30561 -2.70529 -0.16 0.09 -0.16 0.277
H -2.56707 8.80561 -2.84002 0.05 -0.19 -0.12 0.411
H -3.84003 5.87157 -2.37521 -0.07 0.11 -0.20 0.161
H -4.81619 7.37154 -2.51002 0.12 -0.14 -0.14 0.337
H -4.90620 6.37104 -1.04341 0.17 0.11 -0.15 0.293
C 2.25774 -5.31665 -1.07239 0.44 0.35 -0.10 -0.539
C 3.40147 -6.20155 -1.49047 1.18 0.74 -0.17 0.773
C 3.12583 -7.67547 -1.62260 0.52 -0.18 -0.16 -1.226
O 4.51821 -5.73794 -1.71570 -1.16 -0.61 0.26 -0.577
H 2.60295 -4.27861 -1.01853 -0.13 -0.36 -0.01 -0.128
H 1.45142 -5.37933 -1.80747 -0.08 -0.08 0.21 0.359
H 1.89727 -5.61700 -0.08529 -0.17 -0.04 -0.14 0.346
H 2.35830 -7.84335 -2.38221 -0.10 -0.04 0.21 0.329
H 2.80407 -8.08101 -0.66006 -0.19 0.01 -0.14 0.321
H 4.04239 -8.18975 -1.93080 -0.19 0.12 0.06 0.329
C 3.80275 0.20597 -5.80042 0.14 0.26 0.43 -1.215
C 2.31759 0.31883 -5.58246 -0.58 0.74 1.25 0.905
C 1.41592 -0.32048 -6.60431 -0.44 0.15 0.22 -0.940
O 1.85857 0.91046 -4.60674 0.57 -0.69 -1.27 -0.535
H 4.32882 0.71345 -4.98476 -0.15 -0.12 -0.17 0.296
H 4.09863 -0.84610 -5.80626 0.01 0.07 -0.21 0.339
H 4.07706 0.68387 -6.74428 0.01 -0.23 -0.04 0.347
H 1.60530 -1.39597 -6.64596 0.08 0.09 -0.18 0.337
H 1.58379 0.13392 -7.58400 0.11 -0.21 -0.02 0.368
H 0.37121 -0.15938 -6.31765 0.24 -0.05 -0.02 0.097
C 2.49730 5.03130 1.21103 0.31 0.23 0.33 -1.029
C 1.37717 6.03467 1.27814 0.09 1.32 1.00 0.808
C 0.17728 5.79451 0.40151 -0.28 0.47 0.16 -0.823
O 1.43991 7.01297 2.02094 -0.07 -1.27 -0.95 -0.583
H 3.29615 5.33283 1.89697 -0.20 -0.05 -0.15 0.313
H 2.13207 4.04594 1.51118 0.04 -0.03 -0.22 0.198
H 2.90268 4.99437 0.19673 -0.12 -0.21 0.02 0.340
H -0.29144 4.84327 0.66557 0.10 -0.07 -0.22 0.215
H 0.47918 5.79161 -0.64888 -0.04 -0.24 0.03 0.317
H -0.55065 6.59838 0.55470 0.13 -0.16 -0.02 0.223
C -8.91780 -2.79603 3.90781 -0.11 0.50 0.16 -1.159
C -7.79299 -2.41167 2.98423 0.45 1.44 -0.22 0.827
C -7.07964 -3.52202 2.26026 0.32 0.32 -0.25 -0.854
O -7.46948 -1.23549 2.82702 -0.45 -1.38 0.17 -0.538
H -9.33985 -1.89274 4.36117 0.12 -0.20 -0.12 0.313
H -9.70408 -3.30460 3.34429 0.11 -0.16 0.12 0.318
H -8.54038 -3.44315 4.70362 -0.12 -0.13 -0.15 0.312
H -7.78389 -4.06291 1.62325 0.04 -0.14 0.18 0.345
H -6.62026 -4.20152 2.98257 -0.17 -0.10 -0.09 0.312
H -6.29196 -3.09645 1.62939 -0.15 -0.08 0.15 0.115